i:
Entry from OMol25: 2 unconnected molecules or ions with the total composition C9H13NO5 (ωB97M-V/def2-TZVPD).

Computed properties:
lowest unoccupied orbital energy (spin up / spin down)	-1.4 / -2.5	eV
E_HOMO (spin up / spin down)	-8.93 / -9.02	eV
Kohn-Sham gap (spin up / spin down)	7.53 / 6.49	eV

Geometry (Å):
C  -3.83012  -1.51382  0.61819
C  -2.94374  -1.53375  -0.60374
C  -1.79479  -0.58400  -0.32053
C  -0.98449  -0.06202  -1.47298
C  -0.52920  1.19116  -0.84385
C  0.79294  0.97128  0.36056
C  0.37702  -0.45729  0.95248
C  -0.81287  -1.06548  0.74431
C  0.90184  2.10819  1.36790
O  1.85987  1.26128  -0.30642
O  2.24032  -1.24675  -1.77417
N  2.59836  -1.86795  -0.78703
O  2.77075  -3.12523  -0.68615
O  -1.59482  1.74857  -0.20371
O  -2.50858  0.57267  0.12828
H  -4.72640  -2.13087  0.46302
H  -3.25682  -1.90572  1.47333
H  -4.10407  -0.48043  0.84374
H  -2.56388  -2.53998  -0.83705
H  -3.50023  -1.14856  -1.47046
H  -0.21912  -0.73924  -1.81184
H  -1.63951  0.23922  -2.28437
H  0.00822  1.87060  -1.49622
H  1.06412  -0.87183  1.68703
H  -1.20528  -1.88994  1.34722
H  -0.03092  2.31138  1.84362
H  1.71696  1.85332  2.06243
H  1.29242  2.97798  0.80798

Results of the Löwdin charge analysis, in e, for atoms 1 through 5: number 1, C, carries -0.088; number 2, C, carries -0.166; number 3, C, carries -0.490; number 4, C, carries -0.044; number 5, C, carries -0.209

ii:
Entry from OMol25: a single C9H13NO5 molecule (ωB97M-V/def2-TZVPD).

Computed properties:
lowest unoccupied orbital energy	0.3	eV
SMILES	CCOC(=O)N1C(=O)C=C[C@@]1(O)OCC
E_HOMO	-10.16	eV
Kohn-Sham gap	10.48	eV

Geometry (Å):
C  -3.37031  -1.81804  -0.02566
C  -3.62145  -0.30954  -0.16672
O  -2.45923  0.50901  0.06511
C  -1.40869  0.30931  -0.67673
O  -1.38618  -0.40940  -1.65548
N  -0.33750  1.00669  -0.24451
C  -0.34079  2.12557  0.57646
O  -1.29383  2.63132  1.15366
C  1.09323  2.49095  0.59734
C  1.82495  1.67536  -0.13285
C  1.00403  0.55344  -0.61683
O  1.18549  0.59939  -1.96602
O  1.20189  -0.67849  -0.06385
C  2.56138  -1.09259  0.03941
C  3.14163  -0.73806  1.39197
H  -2.41085  -2.08145  0.44570
H  -4.14568  -2.33934  0.54209
H  -3.33914  -2.36071  -1.00812
H  -4.37616  0.07987  0.46528
H  -4.06126  -0.22954  -1.24981
H  1.53829  3.25626  1.18898
H  2.84552  1.77869  -0.33390
H  0.79385  -0.27429  -2.37147
H  2.62434  -2.17058  -0.37271
H  2.99567  -0.54994  -0.80036
H  3.89684  0.06098  1.33813
H  2.28481  -0.40928  1.97060
H  3.55914  -1.61556  1.91028

Results of the Löwdin charge analysis, in e, for atoms 1 through 5: number 1, C, carries -0.082; number 2, C, carries -0.176; number 3, O, carries 0.051; number 4, C, carries -0.526; number 5, O, carries 0.125

So which one wins? Going from most stable to least: ii, i.

i:
Entry from OMol25: 7 unconnected molecules or ions with the total composition C7H28N6O7 (ωB97M-V/def2-TZVPD).

Computed properties:
lowest unoccupied orbital energy	-0.3	eV
SMILES	NC(N)=O.NC(N)=O.NC(N)=O.CO.CO.CO.CO
E_HOMO	-8.85	eV
Kohn-Sham gap	8.58	eV

Geometry (Å):
N  -3.39252  -2.58996  -2.88319
C  -2.19352  -2.13796  -2.77819
N  -1.40952  -2.79096  -3.58619
O  -1.84652  -0.98796  -2.09319
H  -4.03652  -2.10596  -2.27819
H  -3.74552  -3.46896  -3.36719
H  -0.43652  -2.44396  -3.69219
H  -1.79352  -3.34696  -4.35019
N  1.58448  0.60204  -1.66019
C  1.12248  1.05104  -2.76719
N  0.01548  0.57404  -3.22019
O  1.92648  1.93704  -3.53719
H  2.66748  0.60204  -1.55619
H  0.97748  0.09804  -0.95219
H  -0.28652  0.92604  -4.20519
H  -0.69852  0.03604  -2.69319
N  1.32948  -1.36796  3.40681
C  0.05548  -1.53996  3.57181
N  -0.76652  -0.71996  2.93081
O  -0.33352  -2.47796  4.48181
H  2.02048  -2.08296  3.70681
H  1.67148  -0.69796  2.68681
H  -1.75652  -0.83896  3.19881
H  -0.56252  -0.33596  2.04281
C  -1.48152  1.29904  0.39981
O  -0.98952  0.09604  0.12181
H  -1.39852  1.97104  -0.43319
H  -1.04652  1.76004  1.30781
H  -2.50852  1.16704  0.75481
H  -1.30152  -0.18996  -0.76519
C  2.50148  3.70004  -0.54819
O  1.61448  2.86804  0.19581
H  3.46048  3.22704  -0.62219
H  2.64248  4.61204  -0.01819
H  2.24948  3.73904  -1.60219
H  1.44048  2.14004  -0.43219
C  0.35648  2.78904  3.60281
O  -0.31652  1.70404  4.23781
H  1.15948  2.40204  3.02581
H  0.74448  3.46804  4.35881
H  -0.26952  3.42904  2.94181
H  -0.24652  0.89004  3.70181
C  0.30748  -2.60996  0.12381
O  0.72248  -3.26596  -1.07919
H  0.73448  -1.65096  0.19581
H  0.76248  -3.05096  1.01981
H  -0.72952  -2.59896  0.11781
H  1.47948  -3.78696  -1.01219

Results of the Löwdin charge analysis, in e, for atoms 1 through 5: number 1, N, carries 0.169; number 2, C, carries -0.555; number 3, N, carries 0.177; number 4, O, carries -0.129; number 5, H, carries 0.127

ii:
Entry from OMol25: 7 unconnected molecules or ions with the total composition C7H28N6O7 (ωB97M-V/def2-TZVPD).

Computed properties:
lowest unoccupied orbital energy	0.2	eV
SMILES	NC(N)=O.NC(N)=O.NC(N)=O.CO.CO.CO.CO
E_HOMO	-8.76	eV
Kohn-Sham gap	8.92	eV

Geometry (Å):
N  -1.01395  0.28616  -3.55910
C  -1.31119  1.29872  -2.95617
N  -2.30391  1.10375  -2.18071
O  -0.70354  2.33558  -3.07650
H  -0.26856  0.25596  -4.23996
H  -1.54036  -0.54362  -3.32573
H  -2.86707  0.26630  -2.22114
H  -2.60661  1.94264  -1.70665
N  -2.98434  -2.95166  -0.81700
C  -2.96711  -2.53651  -2.06349
N  -2.38844  -3.40596  -2.86455
O  -3.18376  -1.43820  -2.40544
H  -2.60730  -3.81517  -0.45328
H  -3.17012  -2.28508  -0.08129
H  -2.19057  -4.31694  -2.47588
H  -2.46570  -3.22498  -3.85520
N  5.25804  1.48384  1.66353
C  4.07841  1.19665  1.21871
N  3.97908  -0.03476  0.72302
O  3.16482  2.00396  1.37611
H  5.99562  0.82688  1.45257
H  5.39302  2.44769  1.93349
H  3.10517  -0.47716  0.47674
H  4.76460  -0.66707  0.66612
C  -3.57208  1.26226  0.66373
O  -3.43321  2.57840  1.03536
H  -4.26139  1.16360  -0.17485
H  -2.58041  0.83016  0.52966
H  -4.08372  0.67778  1.42840
H  -3.20041  3.12438  0.28084
C  2.73574  -2.11142  3.53372
O  2.37569  -2.86731  2.41812
H  1.98550  -1.32392  3.60506
H  2.83136  -2.83126  4.34661
H  3.65974  -1.54485  3.41832
H  3.16804  -3.30722  2.10146
C  -0.03062  3.49398  0.43790
O  0.48177  2.95014  1.68710
H  -1.06530  3.78314  0.62210
H  0.51649  4.39650  0.16546
H  0.09306  2.82999  -0.41763
H  1.41278  2.72462  1.62417
C  0.00667  -0.81663  0.03469
O  1.33733  -1.15122  0.26930
H  -0.62953  -1.67388  -0.18548
H  -0.26399  -0.32418  0.96869
H  -0.08127  -0.08299  -0.76664
H  1.43167  -1.53123  1.14583

Results of the Löwdin charge analysis, in e, for atoms 1 through 5: number 1, N, carries 0.195; number 2, C, carries -0.909; number 3, N, carries 0.181; number 4, O, carries 0.034; number 5, H, carries 0.141

So which one wins? Going from most stable to least: ii, i.

i:
Entry from OMol25: a single C5H12S molecule (ωB97M-V/def2-TZVPD).

Computed properties:
lowest unoccupied orbital energy	1.0	eV
SMILES	CCCCSC
E_HOMO	-8.60	eV
Kohn-Sham gap	9.58	eV

Geometry (Å):
C  -0.36949  2.31522  -0.76129
C  0.53210  1.33539  -1.50594
C  1.44948  0.42621  -0.66644
C  0.87238  -0.22595  0.54679
S  -0.56901  -1.34638  0.18147
C  -1.13847  -1.34409  1.85520
H  -1.08420  1.83493  -0.06254
H  -1.11106  2.80485  -1.45707
H  0.27750  3.23317  -0.62418
H  -0.15299  0.70475  -2.10285
H  0.94119  1.80230  -2.42307
H  1.71509  -0.56736  -1.21648
H  2.23587  1.10611  -0.53126
H  0.52730  0.60525  1.26645
H  1.73983  -0.87447  0.97429
H  -1.24340  -0.34712  2.32979
H  -2.20730  -1.76459  1.61680
H  -0.60971  -2.03641  2.51671

Results of the Löwdin charge analysis, in e, for atoms 1 through 5: number 1, C, carries -0.133; number 2, C, carries -0.311; number 3, C, carries -0.310; number 4, C, carries -0.520; number 5, S, carries 0.780

ii:
Entry from OMol25: 2 unconnected molecules or ions with the total composition C5H12S (ωB97M-V/def2-TZVPD).

Computed properties:
lowest unoccupied orbital energy	1.0	eV
SMILES	C=CC.CSC
E_HOMO	-8.27	eV
Kohn-Sham gap	9.23	eV

Geometry (Å):
C  -1.21171  -1.41516  -1.40422
C  -1.00431  -1.79339  -0.07462
C  0.44396  -2.33436  0.29350
H  -2.23577  -1.40911  -1.79846
H  -0.31070  -1.23877  -2.05588
H  -1.76933  -2.20407  0.73491
H  1.01350  -1.76586  -0.46968
H  0.42683  -3.42965  0.31541
H  0.78054  -2.09365  1.40136
C  1.26417  1.83783  1.61907
S  0.50714  3.11918  0.30068
C  -0.42088  2.11640  -0.98366
H  2.15214  1.49572  0.98671
H  1.57223  2.44455  2.44796
H  0.61255  1.07549  1.93662
H  -1.09418  1.48119  -0.32032
H  0.31080  1.43175  -1.23222
H  -1.03698  2.68193  -1.69715

Results of the Löwdin charge analysis, in e, for atoms 1 through 5: number 1, C, carries -0.044; number 2, C, carries -0.223; number 3, C, carries -0.142; number 4, H, carries 0.045; number 5, H, carries 0.068

So which one wins? Going from most stable to least: i, ii.